ORCA calculation (ωB97M-V/def2-TZVPD) on a molecular structure, C30H60Cl2GaN3O3.

Computed properties:
Highest occupied orbital energy (alpha / beta) (eV): -4.93 / -4.94
Charge: -1
Frontier orbital gap (alpha / beta) (eV): 6.777 / 6.753
2S+1: 4

Atoms and positions in Å:
C -2.47228 -0.90127 -0.00775
C 0.11613 -6.15756 -5.85911
O 0.52202 2.65152 7.37445
H 2.28180 -4.18915 -7.65934
H 0.35067 2.02013 3.83370
H 2.56464 5.32464 5.05446
H 0.98626 0.90237 1.51493
C 2.06539 -5.09289 -7.09097
C -1.92667 -2.71029 -2.31301
H 0.63584 6.69426 8.21935
H -2.39340 -5.25640 -6.72547
C -1.51998 4.00736 8.26360
N 0.82950 3.87183 7.60221
C -1.13557 -1.40245 -2.16436
H 1.87916 -5.90543 -7.79160
H 5.05380 4.19533 4.01705
H 0.82283 6.82218 6.01077
H -1.54638 0.68786 -2.61737
C -0.08007 5.98120 8.61781
C 5.00173 3.71518 3.03729
C 1.49100 -4.35368 -4.79403
C -0.07451 -4.27783 -9.08620
H -2.47357 -3.20074 -8.91101
H -1.20950 -0.32416 -4.02244
C -0.73510 -6.58731 -7.05038
H -1.99783 -2.94534 -3.37924
H 5.05880 4.49612 2.28329
H 1.38967 4.03611 4.88302
C -0.35081 4.79851 7.68629
H 2.00419 -3.40240 -4.94120
H -0.75882 -4.33724 -9.93359
O -0.68326 -3.19913 -5.69155
H -0.25927 3.25898 1.56357
H -2.70224 -2.99840 0.36961
H 5.86430 3.05890 2.94404
C 1.67596 4.88288 5.51508
C -3.30857 -2.65767 -1.66630
H -1.34532 -3.51080 -1.84290
H 3.85579 5.36196 7.54731
H 0.55554 -3.39749 -9.21933
Cl 2.49301 5.00226 1.83690
O -0.24079 -1.57146 -0.01042
H 2.61076 5.30415 8.79291
H 0.90845 -0.72392 -2.42389
C -3.29215 0.28215 -0.52313
C 0.31437 -1.62628 -2.57516
H -1.81200 3.19451 7.60560
H 3.29197 2.73956 7.70247
Ga 0.77210 2.26858 2.30047
H -1.33947 -7.45062 -6.76467
H 2.21260 -5.08155 -4.41870
C -1.71483 -0.29461 -3.05679
C 0.90959 -4.86663 -6.10573
H -1.06239 4.43614 5.69100
H -2.69356 1.19341 -0.49990
H 0.55703 -5.16059 -9.11387
H 2.48154 6.44859 7.44968
H -1.02053 6.51234 8.77456
C 2.54803 3.31790 2.39654
H 0.28094 5.63272 9.58718
C -1.89402 -3.00788 -8.00593
H -1.25736 3.58377 9.23418
H 0.82448 -6.94449 -5.58518
H 2.57786 2.38728 6.12161
H -1.48948 6.01937 6.34155
C 0.52338 5.87709 5.54460
H -0.10181 -6.92159 -7.87722
N -1.15316 -1.02130 -0.71336
H 0.32172 -1.88820 -3.63503
N -0.06038 -3.83265 -6.61142
H -4.22281 -2.12047 0.22771
H -1.36573 -2.06138 -8.12442
H 2.96079 -5.35033 -6.52578
C 2.78262 5.43836 7.72441
H 0.77335 -2.42983 -2.00543
C -1.65611 -5.45942 -7.50782
H -3.68020 0.14514 -1.52906
H -0.53432 -5.99480 -4.99449
H -2.57220 -2.91388 -7.16321
H -1.55133 0.22619 1.59849
H -3.13109 -0.49253 1.98746
C 3.73070 2.94244 2.87827
H -3.96703 -1.98463 -2.22372
C -3.22291 -2.22553 -0.20414
C -0.90720 -4.15411 -7.80996
C 3.01387 3.16865 6.73757
H -3.76886 -3.64742 -1.72406
H -2.78090 -0.41209 -3.24678
H -1.66665 -1.49553 1.92330
H -2.20898 -5.75243 -8.40502
Cl 3.86975 1.28188 3.46683
C 2.06918 4.35268 6.90171
H 3.91785 3.52830 6.24099
H 0.24586 6.11564 4.51634
H -2.36679 4.68543 8.39358
H -4.14505 0.41947 0.14341
C -2.18223 -0.65411 1.47014
H 0.72025 -4.20732 -4.04368
C -0.68164 5.28384 6.26786

=====

ORCA calculation (ωB97M-V/def2-TZVPD) on a molecular structure, C3H10N2O2Si.

Computed properties:
Highest occupied orbital energy (alpha / beta) (eV): -3.64 / -10.15
Frontier orbital gap (alpha / beta) (eV): 4.407 / 8.177
2S+1: 3

Atoms and positions in Å:
H 1.90479 1.11963 -1.20169
Si -0.22814 2.13556 0.76441
H 1.21304 0.07551 0.76896
O -0.22010 -3.29457 -0.07345
H -0.57418 2.00340 2.16942
C -0.67387 -0.56588 0.01809
H -1.37830 -0.36958 -0.78854
N -1.35122 -0.75371 1.25167
C 0.43961 0.45263 0.08898
O 1.13769 -2.08224 -1.41449
N 1.07167 0.54125 -1.24224
H 1.27640 -1.09179 -1.54285
H -0.69769 -0.99453 1.99050
H 0.42696 0.97517 -1.89974
H -1.35460 2.52424 -0.08500
C 0.17826 -2.27884 -0.55370
H 0.86011 3.10749 0.57257
H -2.03042 -1.50374 1.17711

=====

ORCA calculation (ωB97M-V/def2-TZVPD) on a gas-phase ion, C20H17ClN3O6 (charge -1).

Computed properties:
Highest occupied orbital energy (eV): -5.06
SMILES string: O=C([O-])CNC(=O)C1=C(O)CCN(Cc2ccc(Oc3ccc(Cl)cc3)nc2)C1=O
Charge: -1
Frontier orbital gap (eV): 7.535
2S+1: 1

Atoms and positions in Å:
H 0.45872 0.66778 -3.55728
N -0.41729 -1.38359 -3.03426
C -0.25581 -0.16006 -3.97033
H 0.30816 -0.67153 -4.74669
C 2.36520 -0.25719 -1.75978
O 3.56948 0.30393 1.64612
H -3.98335 1.41272 -2.45831
H 1.25279 1.40087 1.99044
H 0.03003 1.63103 4.29266
C 0.85912 -2.04438 -2.64412
O -4.60009 0.42513 -1.19770
C -2.52144 0.53363 -3.23334
C -3.42007 0.67642 1.22839
C -1.63174 0.30893 -4.36503
Cl 1.33989 1.28176 7.04938
C 1.87715 0.93178 5.42096
C 3.76020 0.24264 4.04493
O -3.40959 1.45989 -3.31232
C 2.80897 -0.15782 0.66458
H 3.68136 -0.14178 6.08984
H -3.87119 1.56206 0.73471
C 1.24524 -1.69201 -0.19143
H -2.12226 -0.43819 -4.95032
H -2.14309 -0.76261 0.50494
C -1.57350 -1.38597 -2.17849
H 0.70433 -2.98211 -2.27416
C -3.48769 -0.15927 -1.02209
H 2.61040 0.26408 -2.70249
H 0.40967 -2.44708 -0.07241
O -1.62016 -2.46368 -1.59427
C 3.00903 0.29022 -0.65858
C 1.70910 1.11942 2.98190
H -1.55688 1.20674 -4.94109
H 3.68760 1.10462 -0.89196
C 2.98610 0.55976 2.89615
O -1.06132 0.95202 1.64634
C 1.08408 1.23668 4.26983
H 1.59964 -2.21039 -3.43770
H 4.76391 -0.16861 3.81523
H -4.30170 0.34449 1.82448
C -2.25904 1.02997 2.10921
O -2.65250 1.27904 3.27330
C 1.46697 -1.32082 -1.50107
N 1.82019 -0.98996 0.83668
N -3.06924 -0.35197 0.28074
C -2.55791 -0.37853 -2.17686
C 3.10850 0.34192 5.27123

=====

ORCA calculation (ωB97M-V/def2-TZVPD) on a molecular structure, C58H51MoN9P3S4Te.

Computed properties:
Highest occupied orbital energy (alpha / beta) (eV): -8.88 / -9.31
Charge: +1
Frontier orbital gap (alpha / beta) (eV): 6.200 / 3.798
2S+1: 3

Atoms and positions in Å:
C 6.06379 2.84832 2.10166
C -2.89171 -4.96248 -1.89084
C -2.45981 2.21272 -3.83014
C 5.19589 1.97382 1.46486
C 1.42889 0.28642 3.78936
Mo -0.76851 -0.36608 0.63006
P -2.71091 0.87862 -2.60564
H 1.06789 3.05162 -2.01654
H 3.73029 -3.55438 -0.76354
C -6.70591 0.51072 -1.97724
H -1.66991 -4.34008 -4.97114
C 2.68529 -3.53998 -2.62824
C 2.80839 -3.30078 -1.27024
C -2.27581 4.14862 -5.79634
C -5.38781 0.24562 -2.29764
C -2.81971 -2.42808 -0.39044
C 1.89539 0.57152 -1.84594
H -3.12661 -3.33598 -3.26964
H -7.46601 -0.22798 -2.18254
H 4.01949 -3.63718 4.73436
H -0.53521 -2.59658 -3.02464
C 1.07759 0.16482 -2.89264
H -2.17961 1.89192 1.13026
N -2.91701 1.68412 4.99406
C 1.74779 -2.77958 -0.54734
H 1.36089 -3.49098 -4.30864
C -4.74041 2.39952 -1.42914
H -3.97451 3.13462 -1.21724
C -2.77221 2.89492 -6.10964
H 8.02169 0.88092 3.74226
C 3.10369 -3.55428 4.16726
S -3.16151 -0.82918 0.23056
N -3.85451 -3.23468 -0.43594
S -1.76331 -1.34628 2.91366
C 1.47629 -3.28878 -3.25464
C 1.23179 3.00692 1.36516
H -2.47981 -6.71558 -0.72724
C -4.41081 1.19192 -2.03074
H -6.32711 3.59012 -0.63354
Te 4.16849 -0.89968 0.69486
H -3.10221 2.67622 -7.11314
C -7.04241 1.72132 -1.39514
H 0.04909 -0.10378 -2.69794
N -1.45181 1.57122 1.78736
C -2.18091 0.11962 3.58566
H -8.07411 1.94002 -1.16444
C 1.12409 4.36392 1.61536
H -2.86601 3.96412 2.72786
H -0.97761 -7.69318 -2.41794
C 0.94579 4.76852 -0.74334
C -6.05971 2.65632 -1.10724
N 7.04109 2.45492 2.89466
H 6.57639 -0.85058 2.66956
C 2.77039 -2.34528 3.58566
C -2.86351 1.92712 -5.12794
C 1.24139 2.52182 0.05796
C 1.56529 0.13392 -4.18454
H -1.51751 5.41892 -4.25294
C 0.95579 0.63692 6.12386
H -3.23761 0.93982 -5.36014
N -1.97331 1.35622 3.04686
H 3.27619 0.41342 -5.42994
H 4.40819 2.35962 0.83216
C 3.21469 0.94742 -2.09604
C 0.68479 -0.00878 4.93036
C -1.83231 -4.85818 -4.03974
C -2.44991 2.28572 3.95126
H 4.73779 1.13832 -3.58044
C 3.71059 0.87032 -3.38424
H 0.90909 -0.14738 -4.99464
H -0.08051 -0.77188 4.89536
H -2.97671 4.24802 4.47266
H 5.97159 3.91652 1.96296
S -1.39751 1.44932 -1.10214
H 1.37639 2.31042 2.18376
H 0.34749 0.44112 6.99546
C 2.34789 0.09132 1.07776
H -0.59831 -6.53278 -4.56084
C 1.58829 -2.23148 2.85256
H -5.10661 -0.69338 -2.75284
C -2.41781 3.73712 3.69516
C -1.96731 3.47062 -3.51234
H -4.56831 -5.02088 -0.66174
C -1.23151 -6.08508 -3.80944
C -2.29611 -6.19978 -1.65924
S -2.48261 -0.88568 -3.39844
C 6.40469 0.19992 2.49276
C 5.36829 0.61172 1.66666
H 0.88529 6.30322 0.74796
P 1.14349 -0.59348 2.19086
H 3.51919 -3.94068 -3.18574
H 3.40999 -1.47868 3.72016
C 0.40709 -2.78878 -2.53664
N -1.59811 -2.75788 -0.76214
H -1.39521 4.11572 3.69316
C -1.45821 -6.74678 -2.61304
C 0.75839 -3.33708 2.69526
C 2.80789 1.76942 5.10176
C -1.88071 4.43372 -4.50054
N -3.78871 -4.43838 -0.94424
N -2.75771 0.36322 4.77746
C 2.01289 1.53032 6.21086
C 1.08369 3.41602 -0.99904
H -0.70651 2.28482 1.79636
C 1.08489 -4.53358 3.30676
H 0.80629 5.45372 -1.56604
H -0.14821 -3.26078 2.10276
N -0.58221 -2.00398 -0.47114
H 2.50579 -5.57688 4.51916
C 2.50689 1.16142 3.89666
H 0.42159 -5.37958 3.21456
C 2.25249 -4.64168 4.04416
C 0.98059 5.24672 0.55776
H 3.83479 1.32292 -1.28984
H -2.19411 4.90492 -6.56104
C -2.65301 -4.28778 -3.08524
C 2.88799 0.46622 -4.42504
H -3.05081 -0.31258 5.46486
H 3.66239 2.42812 5.16916
H 2.22789 2.02652 7.14516
P 1.24509 0.70592 -0.17034
H 1.82969 -2.65908 0.52256
C 7.21019 1.16082 3.08436
H 1.15229 4.72092 2.63516
H -1.64281 3.69772 -2.50674
H 3.12789 1.34832 3.02956
C 0.54339 -2.49578 -1.17734

=====

Number 1: strongest force on any atom 0.009 Eh/bohr, calculated total energy -120112.8156 eV. Number 2: strongest force on any atom 0.113 Eh/bohr, calculated total energy -18220.3231 eV. Number 3: strongest force on any atom 0.103 Eh/bohr, calculated total energy -50294.1835 eV. Number 4: strongest force on any atom 0.060 Eh/bohr, calculated total energy -154734.0814 eV.